Record 1
{
  "formula": "C48H137N11O15",
  "method": "ωB97M-V/def2-TZVPD",
  "relative_energy_kj_mol": 298.2,
  "e_homo_ev": -8.34,
  "orbital_gap_ev": 8.9,
  "multiplicity": 1,
  "fmax_ev_per_a": 3.66,
  "species": ["C", "C", "C", "O", "C", "N", "H", "H", "H", "H", "H", "H", "H", "H", "H", "H", "H", "C", "C", "C", "O", "C", "N", "H", "H", "H", "H", "H", "H", "H", "H", "H", "H", "H", "C", "C", "C", "O", "C", "N", "H", "H", "H", "H", "H", "H", "H", "H", "H", "H", "H", "C", "C", "C", "O", "C", "N", "H", "H", "H", "H", "H", "H", "H", "H", "H", "H", "H", "C", "C", "C", "O", "C", "N", "H", "H", "H", "H", "H", "H", "H", "H", "H", "H", "H", "C", "C", "C", "O", "C", "N", "H", "H", "H", "H", "H", "H", "H", "H", "H", "H", "H", "C", "C", "C", "O", "C", "N", "H", "H", "H", "H", "H", "H", "H", "H", "H", "H", "H", "C", "C", "C", "O", "C", "N", "H", "H", "H", "H", "H", "H", "H", "H", "H", "H", "H", "C", "C", "C", "O", "C", "N", "H", "H", "H", "H", "H", "H", "H", "H", "H", "H", "H", "C", "C", "C", "O", "C", "N", "H", "H", "H", "H", "H", "H", "H", "H", "H", "H", "H", "C", "C", "C", "O", "C", "N", "H", "H", "H", "H", "H", "H", "H", "H", "H", "H", "H", "C", "O", "H", "H", "H", "H", "C", "O", "H", "H", "H", "H", "C", "O", "H", "H", "H", "H", "C", "O", "H", "H", "H", "H"],
  "coordinates": [[2.1509, -4.3893, 4.4659], [2.3820, -4.7185, 2.9961], [2.9851, -3.5782, 2.2142], [1.9828, -2.7030, 1.6903], [2.5799, -1.4498, 1.3034], [3.2271, -5.9152, 2.7286], [1.4064, -5.1098, 4.8640], [1.5737, -3.4714, 4.4932], [3.1039, -4.3904, 5.0356], [1.4338, -4.9472, 2.4932], [3.4793, -4.0219, 1.3091], [3.7853, -3.0590, 2.6983], [3.5268, -1.6088, 0.8062], [2.6816, -0.8092, 2.2070], [1.9795, -0.9567, 0.5745], [2.8061, -6.7505, 3.1621], [4.1222, -5.9031, 3.1509], [1.9452, 2.5245, 2.3723], [2.7341, 3.7630, 2.8819], [3.9521, 3.9393, 2.0013], [4.5025, 5.1676, 2.3363], [4.8034, 6.0109, 1.2931], [1.9347, 4.9218, 2.9709], [2.6710, 1.6799, 2.5898], [1.7246, 2.5997, 1.3059], [1.0413, 2.4442, 2.9240], [3.0547, 3.6627, 3.9405], [3.6417, 3.9100, 0.9623], [4.7331, 3.1960, 2.0701], [5.3140, 6.8696, 1.7288], [3.9077, 6.3421, 0.7202], [5.4428, 5.5019, 0.5805], [2.5174, 5.6770, 3.3411], [1.3463, 5.2622, 2.2322], [0.7315, 3.1716, 6.7729], [-0.3105, 2.6989, 5.7255], [-0.1505, 1.2206, 5.4668], [1.2094, 0.9465, 5.1299], [1.2460, -0.3626, 4.6281], [-1.7042, 3.0156, 6.0628], [0.5851, 4.1778, 7.1111], [1.7231, 3.1208, 6.2779], [0.8373, 2.4510, 7.5756], [-0.1457, 3.2558, 4.8088], [-0.8932, 0.8537, 4.6380], [-0.4040, 0.7340, 6.3973], [2.2515, -0.6922, 4.3649], [0.6803, -0.4429, 3.7907], [0.9796, -1.0490, 5.4355], [-1.7187, 3.0245, 7.0779], [-1.9441, 3.9404, 5.8031], [-3.4741, 3.2350, -4.5484], [-3.4462, 3.2318, -3.0531], [-4.2048, 2.0462, -2.4312], [-5.5675, 2.1427, -2.7249], [-6.4458, 1.0266, -2.7196], [-2.0921, 3.3328, -2.5437], [-3.0080, 4.1382, -4.9745], [-4.4946, 3.3309, -4.9186], [-2.9488, 2.3615, -4.9346], [-4.0175, 4.0548, -2.6855], [-4.1385, 2.0132, -1.2825], [-3.7151, 1.0933, -2.6999], [-5.9461, 0.2125, -3.2391], [-7.2133, 1.4601, -3.3470], [-6.7472, 0.7314, -1.7389], [-2.0695, 3.1164, -1.5248], [-1.6697, 4.2918, -2.6282], [-3.1301, 7.8739, 2.0307], [-2.0903, 6.8615, 2.5295], [-2.4457, 6.5485, 4.0413], [-1.5311, 5.6726, 4.6202], [-0.3084, 6.3028, 5.0246], [-2.0389, 5.6822, 1.6836], [-4.0414, 7.4977, 1.5885], [-2.6178, 8.4261, 1.2560], [-3.4388, 8.6488, 2.7804], [-1.0563, 7.3591, 2.5578], [-3.4978, 6.2112, 4.1800], [-2.4057, 7.5385, 4.5474], [0.1230, 6.9592, 4.2553], [0.3351, 5.4679, 5.2214], [-0.5575, 6.9431, 5.9431], [-1.4334, 4.9664, 2.0024], [-2.9095, 5.2781, 1.5890], [0.7983, -0.0725, -4.8866], [1.7205, 1.0971, -4.4001], [1.6939, 2.1945, -5.4478], [2.0760, 1.7481, -6.7450], [3.4731, 1.8017, -6.9553], [1.2412, 1.6848, -3.1508], [0.7880, -0.8234, -4.0558], [1.1050, -0.5349, -5.8794], [-0.2266, 0.3133, -4.9976], [2.7043, 0.6998, -4.1880], [2.3109, 2.9990, -5.0557], [0.6593, 2.5659, -5.5666], [4.0794, 1.1474, -6.3014], [3.8848, 2.7782, -6.6954], [3.7119, 1.5241, -8.0055], [0.3422, 2.2059, -3.2635], [1.0270, 1.0293, -2.4727], [-0.7239, -0.2182, 1.3815], [-0.8030, 0.6493, 0.1281], [-1.6979, 0.2025, -1.0046], [-1.1794, -0.9988, -1.4813], [-2.1500, -1.5237, -2.4447], [-1.1710, 2.0051, 0.4993], [-1.6029, -0.2012, 2.0420], [0.1498, -0.0635, 1.9943], [-0.6716, -1.2900, 1.1790], [0.1739, 0.8620, -0.2796], [-1.7085, 1.0806, -1.7028], [-2.7716, 0.0707, -0.6208], [-1.6164, -2.4305, -2.8577], [-2.3428, -0.7822, -3.2439], [-3.1092, -1.7921, -1.9859], [-1.9266, 1.9621, 1.2369], [-0.3636, 2.3781, 1.0190], [8.8589, -4.2197, -3.3427], [7.3552, -4.3695, -3.5030], [6.7377, -4.8162, -2.1190], [5.4190, -5.2347, -2.3327], [4.6850, -5.2987, -1.1549], [6.6813, -3.1360, -3.8382], [9.3769, -5.1430, -3.1365], [8.9301, -3.5958, -2.4642], [9.2593, -3.6837, -4.1698], [7.1218, -5.1652, -4.2324], [6.8471, -3.9508, -1.4478], [7.2946, -5.6100, -1.5989], [3.7606, -5.7588, -1.4291], [4.5567, -4.3176, -0.6977], [5.1118, -5.9737, -0.3999], [5.6969, -3.1860, -4.1635], [7.1447, -2.7401, -4.6655], [2.0741, -3.0417, -3.1492], [2.0279, -4.0952, -4.2447], [1.2212, -3.7038, -5.4876], [-0.0979, -3.3148, -5.0272], [-0.9812, -3.1072, -6.2024], [3.3716, -4.5019, -4.6014], [1.0459, -2.7697, -2.9922], [2.6196, -2.1878, -3.5020], [2.5590, -3.4463, -2.2271], [1.4857, -4.9742, -3.8505], [1.1250, -4.5516, -6.1565], [1.8106, -2.8605, -5.9041], [-1.1538, -3.9701, -6.8686], [-0.5534, -2.3589, -6.8987], [-1.9629, -2.7458, -5.8227], [3.3538, -5.2651, -5.2841], [3.9146, -4.7350, -3.7819], [-0.2796, -4.3546, -1.1063], [-0.5426, -5.2572, 0.0848], [-1.9651, -5.3971, 0.6171], [-2.4531, -4.1268, 1.0010], [-2.2209, -3.6911, 2.3461], [-0.1015, -6.6021, -0.3451], [0.6225, -4.6631, -1.5973], [-0.3900, -3.2828, -0.8378], [-1.0851, -4.5169, -1.8277], [0.0694, -4.8757, 0.9339], [-2.0277, -6.1600, 1.4057], [-2.6266, -5.7894, -0.1301], [-2.7422, -2.7696, 2.6499], [-1.1376, -3.5310, 2.5573], [-2.7609, -4.4470, 2.9894], [-0.2778, -7.3712, 0.2862], [0.9124, -6.6270, -0.5248], [-5.4137, 1.1448, 1.6031], [-4.8949, 1.4798, 2.9929], [-4.4895, 0.2322, 3.7720], [-5.6086, -0.6202, 3.9940], [-5.3913, -1.7623, 4.7655], [-3.6652, 2.2682, 2.8918], [-6.2566, 0.4644, 1.6165], [-4.6200, 0.7215, 0.9761], [-5.6637, 2.0886, 1.1238], [-5.6875, 2.0201, 3.5959], [-4.0155, 0.4574, 4.7024], [-3.7975, -0.2826, 3.0911], [-6.3571, -2.1802, 5.0839], [-4.7616, -1.5500, 5.6104], [-5.0336, -2.5905, 4.1206], [-3.6468, 3.1682, 2.3832], [-3.3251, 2.5306, 3.8274], [0.7980, 4.9740, -1.0566], [0.4714, 5.5324, 0.2316], [-0.0965, 4.6213, -1.5739], [1.3588, 5.7139, -1.6144], [1.4503, 4.1080, -0.8159], [-0.5329, 5.5594, 0.3391], [3.3782, 1.0762, -0.6938], [3.1071, 2.4293, -1.0750], [2.5339, 0.3495, -0.8436], [4.3185, 0.7597, -1.1328], [3.4378, 1.0249, 0.3833], [2.4572, 2.4989, -1.7876], [-5.3362, -3.4600, 0.5657], [-4.4798, -2.7203, -0.2657], [-5.1616, -3.0967, 1.6118], [-6.3004, -3.3003, 0.2710], [-5.2744, -4.5659, 0.5668], [-3.5707, -3.1870, -0.1125], [-5.9560, -3.9947, -3.6109], [-5.2869, -2.8689, -3.0959], [-6.2387, -3.7862, -4.5972], [-5.2458, -4.8371, -3.6489], [-6.8589, -4.2038, -3.0049], [-5.1118, -3.0049, -2.1551]]
}



Record 2
{
  "formula": "C48H33BrF10N7O5SY",
  "method": "ωB97M-V/def2-TZVPD",
  "relative_energy_kj_mol": 66.6,
  "e_homo_ev": -3.05,
  "orbital_gap_ev": 6.8,
  "charge": -2,
  "multiplicity": 1,
  "fmax_ev_per_a": 0.99,
  "species": ["Y", "C", "N", "C", "C", "N", "C", "C", "F", "C", "F", "C", "F", "C", "F", "C", "F", "C", "C", "N", "C", "C", "F", "C", "F", "C", "F", "C", "F", "C", "F", "H", "H", "H", "H", "H", "H", "H", "H", "H", "H", "H", "C", "C", "N", "C", "C", "C", "C", "C", "C", "C", "N", "C", "C", "C", "C", "C", "C", "C", "C", "N", "C", "H", "H", "H", "H", "H", "H", "H", "H", "H", "H", "H", "H", "Br", "C", "C", "C", "C", "C", "C", "C", "O", "O", "H", "H", "H", "H", "N", "C", "C", "C", "C", "C", "C", "S", "O", "O", "O", "H", "H", "H", "H", "H", "H"],
  "coordinates": [[0.0688, -0.4222, 0.7170], [-0.2115, -4.0005, -0.7417], [0.6893, -3.2243, 0.1108], [0.6577, -3.8141, 1.4550], [1.0977, -2.9282, 2.6054], [0.2797, -1.7286, 2.6690], [0.0665, -1.1667, 3.8885], [0.7483, -1.3916, 5.0987], [1.8104, -2.2354, 5.1615], [0.4503, -0.7200, 6.2739], [1.1728, -0.9791, 7.3796], [-0.5487, 0.2226, 6.3268], [-0.8325, 0.8744, 7.4705], [-1.2429, 0.4931, 5.1603], [-2.2203, 1.4078, 5.1689], [-0.9282, -0.1754, 4.0020], [-1.5766, 0.1735, 2.8755], [2.0001, -3.2470, -0.5325], [2.9641, -2.1822, -0.0831], [2.3490, -0.8674, -0.1814], [3.2238, 0.1825, -0.1406], [4.5785, 0.2186, 0.2289], [5.2311, -0.8960, 0.6508], [5.3114, 1.3947, 0.3060], [6.5902, 1.3420, 0.7181], [4.7554, 2.6134, -0.0016], [5.4711, 3.7485, 0.0786], [3.4326, 2.6303, -0.4130], [2.8537, 3.7865, -0.7505], [2.7336, 1.4530, -0.4941], [1.4615, 1.5115, -0.9401], [0.1610, -5.0314, -0.8614], [-0.2782, -3.5365, -1.7257], [-1.2059, -4.0311, -0.3103], [1.2440, -4.7503, 1.4674], [-0.3839, -4.0736, 1.6516], [2.1707, -2.7084, 2.5355], [0.9838, -3.5389, 3.5050], [1.8197, -3.0995, -1.5997], [2.4703, -4.2404, -0.4200], [3.8346, -2.2698, -0.7453], [3.3389, -2.4189, 0.9193], [-2.9215, 1.2001, -2.6236], [-2.0564, 0.4344, -1.8260], [-1.3855, 0.9245, -0.8074], [-1.4971, 2.2569, -0.5145], [-2.3154, 3.1068, -1.2873], [-3.0502, 2.5252, -2.3462], [-2.3079, 4.5045, -1.0655], [-1.4502, 5.0020, -0.1298], [-0.6613, 4.1547, 0.6699], [-0.7218, 2.7714, 0.5856], [-0.0256, 1.8744, 1.3756], [0.4070, 2.2919, 2.6239], [-0.2102, 3.2425, 3.4183], [0.2811, 3.5929, 4.6910], [1.3984, 3.0089, 5.2143], [2.0377, 1.9899, 4.4673], [3.1630, 1.2841, 4.9485], [3.6938, 0.2682, 4.2132], [3.0746, -0.0735, 2.9941], [2.0362, 0.5564, 2.5147], [1.5318, 1.6136, 3.2052], [-3.4251, 0.7343, -3.4596], [-1.8899, -0.6094, -2.0435], [-3.6792, 3.1620, -2.9584], [-2.9252, 5.1479, -1.6798], [-1.3665, 6.0735, 0.0119], [0.0057, 4.6038, 1.3909], [-1.1179, 3.7092, 3.0651], [-0.2567, 4.3380, 5.2663], [1.7804, 3.2781, 6.1917], [3.5804, 1.5567, 5.9118], [4.5520, -0.2957, 4.5531], [3.4460, -0.9111, 2.4156], [-3.7273, -3.9306, -4.4914], [-4.3240, -3.3399, -2.7903], [-5.6724, -3.4055, -2.4847], [-6.0940, -2.9592, -1.2372], [-5.1800, -2.4632, -0.3200], [-3.8297, -2.4009, -0.6419], [-3.3994, -2.8403, -1.8893], [-2.8470, -1.8295, 0.3704], [-3.2719, -1.5033, 1.4699], [-1.6337, -1.7355, -0.0472], [-6.3762, -3.7904, -3.2099], [-7.1478, -2.9961, -0.9879], [-5.4834, -2.1093, 0.6562], [-2.3512, -2.7781, -2.1454], [0.5982, -0.8113, -3.1844], [0.2875, -0.2116, -4.4217], [-0.0515, 1.1399, -4.4893], [-0.4536, 1.7035, -5.6903], [-0.5203, 0.9398, -6.8523], [-0.1611, -0.3992, -6.7876], [0.2371, -0.9714, -5.5852], [-1.0594, 1.6853, -8.3897], [-2.3310, 2.3138, -8.0585], [-0.0103, 2.6376, -8.7262], [-1.1677, 0.5636, -9.3129], [0.7999, -0.1619, -2.4392], [1.3117, -1.5224, -3.2245], [0.0023, 1.7490, -3.5912], [-0.7257, 2.7515, -5.7357], [-0.2164, -0.9883, -7.6937], [0.4821, -2.0284, -5.5393]]
}



Record 3
{
  "formula": "C48H36AsN4O12PS3Ti",
  "method": "ωB97M-V/def2-TZVPD",
  "relative_energy_kj_mol": 57.1,
  "e_homo_ev": -1.94,
  "orbital_gap_ev": 4.6,
  "charge": -2,
  "multiplicity": 1,
  "fmax_ev_per_a": 0.91,
  "species": ["Ti", "O", "C", "C", "C", "C", "C", "C", "C", "N", "C", "C", "N", "H", "H", "H", "H", "H", "H", "H", "S", "C", "C", "C", "C", "C", "C", "As", "C", "C", "C", "C", "C", "C", "C", "C", "C", "C", "C", "C", "H", "H", "H", "H", "H", "H", "H", "H", "H", "H", "H", "H", "H", "H", "O", "C", "O", "C", "P", "C", "C", "C", "C", "C", "C", "C", "C", "C", "C", "C", "C", "H", "H", "H", "H", "H", "H", "H", "H", "H", "H", "H", "H", "O", "C", "O", "C", "C", "C", "C", "C", "C", "N", "O", "O", "N", "O", "O", "H", "H", "H", "O", "S", "O", "O", "S"],
  "coordinates": [[-0.7288, -0.5545, -0.3051], [-0.4501, -1.4925, 1.2694], [0.2133, -2.5840, 1.6528], [1.4980, -2.4488, 2.1752], [2.2531, -3.5646, 2.4936], [1.7360, -4.8425, 2.2957], [0.4349, -4.9671, 1.8291], [-0.3504, -3.8516, 1.5399], [-1.7647, -4.0382, 1.1613], [-2.8036, -3.5757, 1.8131], [-3.9016, -4.0434, 1.1272], [-3.5157, -4.7913, 0.0579], [-2.1439, -4.8142, 0.1098], [1.8738, -1.4439, 2.3331], [3.2517, -3.4337, 2.8954], [2.3200, -5.7221, 2.5355], [-0.0125, -5.9492, 1.7229], [-4.9050, -3.7965, 1.4351], [-4.0674, -5.2420, -0.7475], [-1.5442, -5.0428, -0.6660], [0.6713, 1.0500, 3.3899], [-0.6645, 0.2405, 4.1563], [-0.5837, -0.2875, 5.4620], [-1.7019, -0.7459, 6.1314], [-2.9606, -0.6914, 5.5372], [-3.0646, -0.2340, 4.2319], [-1.9365, 0.1783, 3.5338], [-1.9488, 0.7872, 1.7084], [-1.9573, 2.7152, 1.9383], [-1.7348, 3.5527, 0.8505], [-1.7224, 4.9324, 1.0132], [-1.9215, 5.4848, 2.2712], [-2.1317, 4.6482, 3.3600], [-2.1468, 3.2701, 3.1962], [-3.8255, 0.4998, 1.1729], [-4.4366, -0.7248, 1.4377], [-5.7233, -0.9792, 0.9835], [-6.4040, -0.0262, 0.2384], [-5.7859, 1.1801, -0.0588], [-4.5031, 1.4418, 0.4051], [0.3872, -0.2973, 5.9428], [-1.5987, -1.1393, 7.1378], [-3.8445, -1.0116, 6.0752], [-4.0372, -0.2001, 3.7590], [-1.5901, 3.1286, -0.1286], [-1.5594, 5.5728, 0.1538], [-1.9064, 6.5605, 2.4047], [-2.2761, 5.0692, 4.3483], [-2.2917, 2.6238, 4.0525], [-3.8902, -1.4978, 1.9672], [-6.1886, -1.9343, 1.1971], [-7.4016, -0.2346, -0.1309], [-6.2893, 1.9167, -0.6735], [-4.0283, 2.3747, 0.1325], [-2.8011, 2.5638, -2.1774], [-1.9553, 1.6968, -2.1700], [-1.6855, 0.9555, -1.1153], [-1.0742, 1.4343, -3.3843], [0.4834, 0.7156, -2.7797], [1.5169, 2.2241, -2.4856], [2.9086, 2.1787, -2.6084], [3.7094, 3.2064, -2.1244], [3.1361, 4.2993, -1.4883], [1.7546, 4.3646, -1.3652], [0.9584, 3.3432, -1.8622], [1.3675, 0.0558, -4.2432], [1.5912, 0.8154, -5.3906], [2.3644, 0.3168, -6.4287], [2.9340, -0.9472, -6.3250], [2.7098, -1.7152, -5.1911], [1.9228, -1.2182, -4.1583], [-0.9561, 2.3596, -3.9456], [-1.5826, 0.6819, -3.9925], [3.3774, 1.3256, -3.0887], [4.7865, 3.1457, -2.2353], [3.7589, 5.0889, -1.0865], [1.2929, 5.2034, -0.8588], [-0.1158, 3.4202, -1.7466], [1.1677, 1.8108, -5.4652], [2.5345, 0.9189, -7.3134], [3.5484, -1.3326, -7.1298], [3.1495, -2.7011, -5.1052], [1.7098, -1.8217, -3.2832], [1.0076, 0.5547, 0.1653], [1.6981, -0.4222, -0.1923], [1.1419, -1.4368, -0.7109], [3.1802, -0.3335, -0.0897], [3.7360, 0.7341, 0.6038], [5.1090, 0.8521, 0.6128], [5.9441, -0.0366, -0.0335], [5.3450, -1.0822, -0.7032], [3.9768, -1.2572, -0.7439], [6.2206, -2.0499, -1.4205], [5.6789, -2.9482, -2.0301], [7.4241, -1.8757, -1.3468], [5.7346, 2.0078, 1.3154], [6.9535, 2.0496, 1.3392], [4.9948, 2.8315, 1.8007], [3.0945, 1.4483, 1.1063], [7.0154, 0.0867, -0.0213], [3.5299, -2.0856, -1.2759], [-1.9662, -3.6085, -2.3919], [-2.0796, -2.1664, -2.3930], [-0.8744, -1.5126, -2.9347], [-2.0422, -1.7005, -0.8678], [-3.7301, -1.4632, -3.1644]]
}



no.,E (eV)
1,-99091.891
2,-180083.318
3,-206642.136